[1]
{
  "formula": "C30H55MgN4O2P2",
  "method": "wB97M-V/def2-TZVPD",
  "max_force_ev_per_a": 4.2,
  "spin_multiplicity": 1,
  "e_homo_ev": -8.32,
  "energy_ha": -2428.3417,
  "total_charge": 1,
  "species": ["P", "P", "Mg", "O", "O", "N", "N", "N", "N", "C", "C", "C", "C", "C", "C", "C", "C", "C", "C", "C", "C", "C", "C", "C", "C", "C", "C", "C", "C", "C", "C", "C", "C", "C", "C", "C", "C", "C", "C", "H", "H", "H", "H", "H", "H", "H", "H", "H", "H", "H", "H", "H", "H", "H", "H", "H", "H", "H", "H", "H", "H", "H", "H", "H", "H", "H", "H", "H", "H", "H", "H", "H", "H", "H", "H", "H", "H", "H", "H", "H", "H", "H", "H", "H", "H", "H", "H", "H", "H", "H", "H", "H", "H", "H"],
  "xyz": [[0.2236, 2.5952, 0.7105], [0.4889, -2.5071, 0.1345], [-0.1385, -0.0139, 0.5609], [1.3532, -0.0104, 3.6043], [-1.3089, -0.3647, 2.5856], [-2.7510, -1.3327, 4.0570], [-1.1166, 0.0518, 4.8742], [-1.0228, -0.0422, -1.3372], [1.9259, 0.2130, -0.2245], [-1.2658, -0.0053, -2.4836], [-3.2974, 0.4602, -3.8291], [0.6346, 4.8822, 2.4033], [-1.7185, 3.2794, -1.2208], [1.7187, -2.0758, -1.1651], [0.0606, 5.0275, -0.7825], [-0.8865, -3.5948, -0.6554], [4.0366, 1.3741, -0.1388], [2.0717, -4.7975, 0.8660], [-0.1418, 2.8226, 3.4845], [-0.8112, -3.4747, -2.1804], [2.7913, -2.6119, 1.7593], [1.5510, -3.4485, 1.3826], [-1.0601, 1.2010, -4.6682], [-0.2338, 3.5333, -0.9230], [-1.8105, 0.1150, -3.8994], [-1.6404, -1.2020, -4.6597], [-1.7705, 4.0386, 2.0715], [3.8654, -0.7642, -1.2168], [-0.2821, 3.6714, 2.2152], [2.5269, -0.8068, -0.8496], [-1.6971, -0.5339, 3.7853], [-2.2324, -3.0185, -0.1709], [-0.8149, -5.0808, -0.2936], [0.6447, -3.6147, 2.6156], [1.9718, 2.4812, 0.6666], [0.6157, 2.9634, -2.0679], [0.9593, -0.0570, 2.5149], [4.6431, 0.3237, -0.8105], [2.6393, 1.3525, 0.1051], [-1.9401, 2.2070, -1.2583], [3.1824, -2.9915, 2.7177], [-1.9599, 4.8028, 1.3098], [0.2986, 3.4318, -3.0132], [-3.3052, -1.6881, 3.2931], [2.4042, -2.9227, -1.3132], [-0.9050, -2.4296, -2.4996], [1.6738, 4.5714, 2.5708], [-2.1262, 4.4339, 3.0344], [0.0832, -5.5576, -0.7053], [-3.4526, 1.4287, -3.3348], [0.1167, -3.9009, -2.5900], [-0.2575, -4.2009, 2.3929], [3.5805, -2.7139, 0.9990], [-1.6533, -4.0346, -2.6190], [-0.8934, 2.0281, 3.5320], [-0.2834, 3.4785, 4.3571], [2.5263, -4.7103, -0.1307], [-2.2357, -2.0043, -4.2059], [-1.9636, 3.7146, -2.2003], [0.0145, 0.9814, -4.7040], [-3.0403, -1.5190, 5.0073], [-0.5848, -1.5034, -4.6925], [-3.7106, 0.5175, -4.8462], [0.6109, 5.5980, 1.5784], [-0.1288, 0.2826, 4.8980], [2.5594, -1.5493, 1.8885], [0.3320, -2.6367, 3.0060], [1.2109, -4.1316, 3.4031], [1.1915, -1.9262, -2.1213], [1.6827, 3.1819, -1.9306], [2.6099, 3.2826, 1.0474], [2.8605, -5.1398, 1.5544], [4.5833, 2.2568, 0.1899], [4.2721, -1.6116, -1.7556], [-3.8497, -0.3115, -3.2756], [-2.3808, -1.9849, -0.5099], [0.8500, 2.3730, 3.5870], [-0.8810, -5.2625, 0.7864], [-0.1073, 5.5049, -1.7593], [-3.0423, -3.6366, -0.5873], [0.2961, 5.4110, 3.3073], [-1.4375, 1.2399, -5.6998], [-2.3158, -3.0369, 0.9252], [-1.6796, -5.5790, -0.7593], [0.4877, 1.8782, -2.1642], [-0.6018, 5.5246, -0.0648], [-2.3775, 3.7363, -0.4751], [-1.2074, 2.1881, -4.2130], [-2.3764, 3.1492, 1.8385], [-1.5788, -0.1473, 5.7553], [-1.9862, -1.0715, -5.6955], [1.1063, 5.2105, -0.5034], [1.3044, -5.5762, 0.8488], [5.7033, 0.3363, -1.0199]],
  "atomic_forces_ev_per_a": [[-0.13, 0.15, -0.42], [0.11, 0.03, 0.09], [0.53, 0.46, 0.31], [-0.84, -0.32, -3.28], [-0.88, -0.20, 1.61], [-0.16, 0.03, 0.00], [-0.54, -0.54, 0.04], [-0.66, -0.07, -3.43], [-0.59, -0.07, 0.09], [-0.40, 0.15, 1.94], [-0.40, 0.14, 0.53], [-0.16, 0.35, 0.14], [0.01, 0.22, -0.13], [0.14, 0.16, -0.46], [-0.16, 0.13, -0.47], [0.47, 0.13, 0.17], [0.73, -0.56, -0.39], [0.08, -0.25, 0.34], [-0.05, -0.10, 0.09], [-0.14, -0.03, -0.13], [-0.09, 0.07, -0.07], [-0.43, -0.08, -0.20], [0.37, 0.46, 0.10], [-0.14, -0.14, 0.87], [0.28, -0.13, -0.10], [0.14, -0.52, 0.05], [0.06, 0.16, 0.22], [-0.69, -0.73, 0.06], [0.21, -0.44, -0.62], [0.74, -0.17, -0.25], [0.60, 0.13, -1.25], [-0.01, -0.13, -0.02], [-0.24, -0.20, -0.20], [0.22, -0.15, 0.12], [0.71, -0.79, 0.39], [0.07, 0.06, 0.08], [2.02, 0.51, 3.62], [-0.57, 1.00, 0.54], [-0.99, 0.62, 0.39], [0.01, 0.27, 0.04], [-0.08, 0.09, -0.31], [0.07, -0.18, 0.19], [0.04, -0.07, 0.23], [0.10, 0.11, 0.14], [-0.09, 0.31, -0.07], [0.11, -0.43, 0.08], [-0.26, 0.04, -0.04], [0.04, -0.02, -0.20], [-0.30, 0.14, 0.16], [-0.01, -0.24, -0.12], [-0.25, 0.15, 0.13], [0.24, 0.16, 0.12], [-0.27, 0.15, 0.26], [0.19, 0.14, 0.10], [0.14, 0.25, -0.12], [-0.07, -0.16, -0.18], [-0.12, -0.05, 0.23], [0.19, 0.15, -0.14], [-0.08, -0.03, 0.12], [-0.21, 0.13, -0.02], [0.00, 0.00, -0.35], [-0.26, -0.02, -0.02], [0.24, -0.03, 0.27], [0.03, -0.20, 0.23], [-0.57, 0.04, -0.15], [0.25, -0.28, -0.12], [0.04, -0.23, -0.07], [-0.20, 0.05, -0.09], [0.14, -0.02, 0.34], [-0.28, -0.13, 0.04], [-0.21, -0.14, -0.34], [-0.15, 0.06, -0.20], [0.02, -0.29, -0.13], [0.17, 0.11, 0.07], [0.07, 0.21, -0.15], [0.04, -0.26, 0.10], [-0.06, 0.21, -0.12], [0.09, 0.00, -0.33], [0.06, 0.01, 0.14], [0.12, 0.18, 0.13], [0.15, -0.03, -0.16], [0.04, -0.10, 0.34], [0.06, -0.02, -0.23], [0.16, 0.10, 0.13], [0.17, 0.24, 0.02], [0.19, -0.13, -0.20], [0.11, -0.09, -0.21], [0.09, -0.24, -0.11], [0.18, 0.22, 0.05], [0.50, 0.18, -0.17], [0.09, 0.09, 0.37], [-0.22, -0.09, -0.05], [0.29, 0.23, 0.02], [0.06, 0.09, -0.02]]
}



[2]
{
  "formula": "C5H10N4O",
  "method": "wB97M-V/def2-TZVPD",
  "max_force_ev_per_a": 4.2,
  "spin_multiplicity": 1,
  "relative_energy_kcal_mol": 130.3,
  "e_homo_ev": -7.43,
  "energy_ha": -490.5948,
  "total_charge": 0,
  "species": ["O", "N", "N", "N", "N", "C", "C", "C", "C", "C", "H", "H", "H", "H", "H", "H", "H", "H", "H", "H"],
  "xyz": [[-2.9625, 0.5088, 0.5834], [-0.8892, 0.1044, 0.3684], [-3.3916, 0.9784, -1.8285], [0.3312, -0.2251, 0.9043], [-1.8403, 0.2608, 1.2692], [0.3884, -0.7362, 2.2788], [-1.2816, 0.2703, -0.9088], [-0.5042, -0.0362, -2.1708], [1.4946, 0.4198, 0.3172], [-2.6364, 0.6086, -0.9341], [0.8828, -1.7716, 2.1478], [1.7055, 1.3549, 0.8511], [1.4423, 0.6601, -0.7108], [-1.2966, -0.4315, -2.8307], [0.0219, 0.7929, -2.4714], [-4.2640, 1.3632, -1.5092], [2.4796, -0.0970, 0.5429], [0.2038, -0.8690, -1.8976], [-0.6249, -0.9192, 2.4551], [0.8718, -0.0040, 3.0435]],
  "atomic_forces_ev_per_a": [[-0.25, 0.36, -2.45], [-1.40, 0.33, 1.75], [-1.28, 0.52, -1.38], [1.27, -0.41, -1.50], [0.72, 0.15, -0.64], [1.93, -0.43, -1.06], [1.34, -0.60, -0.53], [-1.29, -3.09, 2.53], [1.56, 0.42, 2.31], [0.96, -0.17, 4.07], [-0.22, 1.76, 0.91], [-0.35, 0.42, -0.10], [-0.33, -0.16, -0.98], [0.82, 0.48, -0.30], [1.09, 1.82, -1.38], [-0.42, -0.13, 0.01], [-1.50, -0.30, -0.49], [-0.54, 0.72, -0.63], [-1.30, -0.31, 1.25], [-0.80, -1.38, -1.39]]
}